1.
Formula: C3H8N3
Source: OMol25
Level of theory: ωB97M-V/def2-TZVPD

Calculated values
HOMO energy in eV: -14.67
LUMO level in eV: -3.21
HOMO-LUMO gap in Ha: 0.4210

ORCA input file:
```
! wB97M-V def2-TZVPD RIJCOSX def2/J DEFGRID3
* xyz 1 1
C -0.871 0.003 -0.135
C 1.503 0.683 0.165
C 1.549 -0.756 -0.065
N 0.434 -0.019 -0.462
N -1.494 1.195 -0.175
N -1.491 -1.171 0.107
H 1.325 1.104 1.173
H 2.207 1.455 -0.299
H 2.203 -1.071 -0.875
H 1.621 -1.649 0.580
H -1.163 2.015 -0.728
H -2.389 1.417 0.131
H -0.893 -1.900 0.333
H -2.542 -1.306 0.250
*
```

Which charges does natural (NBO) predict for the atoms? In e, they are:
1 C 0.69
2 C -0.22
3 C -0.24
4 N -0.39
5 N -0.76
6 N -0.74
7 H 0.22
8 H 0.25
9 H 0.23
10 H 0.24
11 H 0.44
12 H 0.42
13 H 0.42
14 H 0.45

---

2.
Formula: C3H8N3O
Source: OMol25
Level of theory: ωB97M-V/def2-TZVPD

Calculated values
HOMO energy in eV: -14.98
LUMO level in eV: -3.20
HOMO-LUMO gap in Ha: 0.4329

ORCA input file:
```
! wB97M-V def2-TZVPD RIJCOSX def2/J DEFGRID3
* xyz 1 1
C 1.629 0.035 0.107
C -0.613 0.378 0.630
C -1.709 0.186 -0.305
N 0.285 1.803 0.247
N 0.537 -0.519 0.626
N 2.719 -0.682 -0.149
O 1.586 1.237 -0.143
H -0.946 0.695 1.570
H -1.445 0.245 -1.453
H -2.294 1.069 -0.153
H -2.440 -0.645 -0.032
H -0.185 2.113 -0.634
H 0.471 -1.556 0.881
H 2.853 -1.653 0.173
H 3.578 -0.188 -0.353
*
```

Which charges does natural (NBO) predict for the atoms? In e, they are:
1 C 0.80
2 C 0.12
3 C -0.69
4 N -0.26
5 N -0.60
6 N -0.76
7 O -0.30
8 H 0.23
9 H 0.24
10 H 0.25
11 H 0.27
12 H 0.37
13 H 0.45
14 H 0.44
15 H 0.44

---

3.
Formula: C3H8N3O
Source: OMol25
Level of theory: ωB97M-V/def2-TZVPD

Calculated values
HOMO energy in eV: -13.92
LUMO level in eV: -4.15
HOMO-LUMO gap in Ha: 0.3590

ORCA input file:
```
! wB97M-V def2-TZVPD RIJCOSX def2/J DEFGRID3
* xyz 1 1
C -1.085 -1.393 -0.031
C -1.090 0.139 -0.065
C 1.129 -0.621 -0.175
N 0.194 -1.753 -0.149
N 0.247 0.541 -0.461
N 0.454 1.796 0.184
O -2.048 -2.000 0.284
H -1.875 0.516 -0.866
H -1.343 0.500 0.912
H 1.664 -0.616 0.747
H 1.891 -0.772 -0.911
H 0.545 -2.750 -0.302
H -0.202 1.910 1.018
H 0.052 2.481 -0.523
H 1.467 2.023 0.337
*
```

Which charges does natural (NBO) predict for the atoms? In e, they are:
1 C 0.66
2 C -0.36
3 C -0.06
4 N -0.61
5 N -0.24
6 N -0.53
7 O -0.52
8 H 0.26
9 H 0.20
10 H 0.19
11 H 0.22
12 H 0.45
13 H 0.43
14 H 0.46
15 H 0.46

---

4.
Formula: C3H8N3O
Source: OMol25
Level of theory: ωB97M-V/def2-TZVPD

Calculated values
HOMO energy in eV: -14.34
LUMO level in eV: -3.24
HOMO-LUMO gap in Ha: 0.4078

ORCA input file:
```
! wB97M-V def2-TZVPD RIJCOSX def2/J DEFGRID3
* xyz 1 1
C -1.757 -0.196 0.024
C 1.749 -0.366 0.752
C 1.738 -0.277 -0.776
N -2.895 0.556 0.012
N -0.487 0.323 0.039
N 0.609 -0.604 0.007
O -1.820 -1.451 -0.040
H 2.413 -1.154 1.010
H 1.808 0.517 1.364
H 1.636 0.662 -1.275
H 2.141 -1.039 -1.337
H -2.958 1.543 -0.176
H -3.776 0.103 -0.259
H -0.420 1.422 -0.127
H -0.916 -1.888 -0.131
*
```

Which charges does natural (NBO) predict for the atoms? In e, they are:
1 C 0.82
2 C -0.24
3 C -0.24
4 N -0.77
5 N -0.45
6 N -0.28
7 O -0.60
8 H 0.24
9 H 0.23
10 H 0.21
11 H 0.22
12 H 0.43
13 H 0.44
14 H 0.42
15 H 0.55

---

5.
Formula: C3H8N3O2
Source: OMol25
Level of theory: ωB97M-V/def2-TZVPD

Calculated values
HOMO energy in eV: -3.52
LUMO level in eV: 4.30
HOMO-LUMO gap in Ha: 0.2876

ORCA input file:
```
! wB97M-V def2-TZVPD RIJCOSX def2/J DEFGRID3
* xyz -1 1
N 0.847 -1.939 1.061
C 0.686 -1.460 -0.277
O 1.724 -0.999 -0.822
O -0.445 -1.586 -0.780
H 0.138 -2.613 1.306
H 1.782 -2.216 1.308
C -0.479 1.511 -0.686
C -0.182 1.157 0.571
N -1.158 0.836 1.582
N 0.387 1.389 -1.777
H -1.518 1.816 -0.863
H 0.817 0.856 0.855
H -1.446 -0.129 1.442
H -1.973 1.430 1.458
H -0.118 1.423 -2.648
H 0.939 0.524 -1.729
*
```

Which charges does natural (NBO) predict for the atoms? In e, they are:
1 N -0.92
2 C 0.87
3 O -0.83
4 O -0.81
5 H 0.36
6 H 0.36
7 C -0.02
8 C -0.13
9 N -0.86
10 N -0.86
11 H 0.15
12 H 0.20
13 H 0.37
14 H 0.33
15 H 0.35
16 H 0.43

---

6.
Formula: C3H8N3O2
Source: OMol25
Level of theory: ωB97M-V/def2-TZVPD

Calculated values
HOMO energy in eV: -14.56
LUMO level in eV: -4.41
HOMO-LUMO gap in Ha: 0.3727

ORCA input file:
```
! wB97M-V def2-TZVPD RIJCOSX def2/J DEFGRID3
* xyz 1 1
C 1.010 -0.274 -0.061
C -0.548 -0.552 0.091
C -2.667 0.397 -0.166
N 1.772 0.822 0.212
N -1.312 0.544 0.190
N 1.502 -1.438 -0.246
O -0.901 -1.730 0.049
O 3.155 0.709 0.011
H -3.019 1.093 -0.959
H -2.939 -0.642 -0.364
H -3.337 0.525 0.736
H 1.430 1.728 0.466
H -0.952 1.535 0.030
H 0.774 -2.172 -0.268
H 2.495 -1.605 -0.500
H 3.535 1.058 0.779
*
```

Which charges does natural (NBO) predict for the atoms? In e, they are:
1 C 0.41
2 C 0.64
3 C -0.46
4 N -0.27
5 N -0.56
6 N -0.67
7 O -0.56
8 O -0.50
9 H 0.23
10 H 0.25
11 H 0.23
12 H 0.42
13 H 0.42
14 H 0.47
15 H 0.45
16 H 0.49

---

7.
Formula: C3H8N3S
Source: OMol25
Level of theory: ωB97M-V/def2-TZVPD

Calculated values
HOMO energy (alpha / beta) in eV: -12.87 / -11.77
LUMO level (alpha / beta) in eV: -5.25 / -5.98
HOMO-LUMO gap (alpha / beta) in Ha: 0.2800 / 0.2128

ORCA input file:
```
! wB97M-V def2-TZVPD RIJCOSX def2/J DEFGRID3
* xyz 1 1
C -1.657 0.123 -0.934
C -1.368 -1.266 -1.461
C 0.520 0.332 0.109
N -0.795 0.582 -0.044
N 1.001 0.404 1.327
N 2.262 0.846 1.783
S -0.155 -2.226 -0.529
H -2.373 0.768 -1.299
H -2.253 -1.971 -1.670
H -0.988 -1.231 -2.497
H 1.051 -0.132 -0.851
H 0.307 0.716 1.996
H -1.140 1.472 0.318
H 2.610 0.566 2.652
H 2.979 1.016 1.100
*
```

Which charges does natural (NBO) predict for the atoms? In e, they are:
1 C 0.21
2 C -0.70
3 C 0.19
4 N -0.50
5 N -0.32
6 N -0.64
7 S 0.06
8 H 0.23
9 H 0.29
10 H 0.27
11 H 0.28
12 H 0.40
13 H 0.43
14 H 0.41
15 H 0.40

---

8.
Formula: C3H8N4
Source: OMol25
Level of theory: ωB97M-V/def2-TZVPD

Calculated values
HOMO energy in eV: -7.30
LUMO level in eV: 0.66
HOMO-LUMO gap in Ha: 0.2924

ORCA input file:
```
! wB97M-V def2-TZVPD RIJCOSX def2/J DEFGRID3
* xyz 0 1
N 0.097 -0.613 0.189
C 0.764 0.685 0.894
N -1.271 -0.824 0.582
N 0.651 0.668 2.269
C 0.470 0.007 -1.246
C -0.509 0.083 -2.178
N 1.127 1.443 -0.007
H 0.559 -1.519 0.302
H -1.698 0.090 0.709
H -1.708 -1.261 -0.234
H 0.500 -0.225 2.720
H 1.295 1.299 2.721
H 1.450 -0.348 -1.539
H -1.503 0.453 -1.963
H -0.223 0.061 -3.219
*
```

Which charges does natural (NBO) predict for the atoms? In e, they are:
1 N -0.35
2 C 0.44
3 N -0.64
4 N -0.86
5 C 0.07
6 C -0.65
7 N -0.57
8 H 0.40
9 H 0.37
10 H 0.37
11 H 0.39
12 H 0.41
13 H 0.20
14 H 0.19
15 H 0.22

---

Molar mass per entry: 86.12 102.12 102.12 102.12 118.12 118.12 118.18 100.12 g mol⁻¹
Energy above the lowest of the compared OMol25 structures with the same formula, charge and spin per entry: 44.9 61.1 63.6 62.6 19.7 45.4 109.0 121.7 kcal/mol
E per entry: -7703.330 -9749.814 -9749.706 -9749.747 -11807.470 -11797.534 -18534.780 -9196.354 eV